Molecular formula: C42H105BF4N7NaO14
Method: DFT, ωB97M-V with the def2-TZVPD basis set

Results
Gap between HOMO and LUMO (spin up / spin down) = 7.85 / 2.57 eV
Total charge = +1
Spin multiplicity = 2
ΔE to the lowest compared entry with this formula, charge and spin = 54.5 kcal/mol
Expectation value of S² = 0.755

XYZ file:
```
174
Properties=species:S:1:pos:R:3:forces:R:3
Na 1.5514 2.2560 3.1049 -0.26 0.04 -0.40
B 1.3063 1.2398 0.6940 -0.63 0.05 -2.33
F 2.3655 0.8507 1.4566 1.61 0.39 1.46
F 0.2555 0.6452 1.2061 -3.92 -2.49 2.43
F 1.0318 2.5694 0.7745 0.76 2.74 0.56
F 1.3633 0.8631 -0.6151 1.19 -0.40 -1.59
C 1.9280 3.9730 -2.0936 1.26 -1.27 -1.24
O 2.5672 4.0130 -3.3932 -0.87 1.11 0.28
C 2.2184 5.1711 -4.1693 0.98 -1.17 -1.14
C 2.6889 4.8573 -5.6673 -1.30 1.64 1.90
N 4.0508 5.2135 -6.0101 -0.22 -0.48 0.27
C 4.1528 4.8735 -7.4197 0.78 0.90 -0.31
C 5.5180 5.0683 -8.0599 0.19 0.32 -0.20
O 6.0298 6.4144 -8.1627 0.71 -1.45 0.15
C 7.4020 6.4021 -8.6431 -0.77 0.73 0.47
H 0.8415 4.0185 -2.1683 -0.02 0.21 0.03
H 2.3573 4.6764 -1.3802 -0.16 0.33 -0.09
H 2.2441 2.9656 -1.8227 -0.54 0.05 0.73
H 2.6612 6.0574 -3.7148 0.38 0.18 -0.32
H 1.1425 5.3457 -4.1605 -0.28 -0.29 -0.07
H 2.0673 5.4690 -6.3213 -0.28 -0.01 0.03
H 2.4389 3.8162 -5.8717 -0.02 -0.31 0.08
H 4.6170 4.5590 -5.4893 0.59 0.07 0.15
H 3.3892 5.4622 -7.9280 0.02 -0.11 -0.25
H 3.9568 3.8087 -7.5458 -0.31 -0.29 -0.39
H 5.4724 4.6423 -9.0622 -0.13 -0.04 -0.30
H 6.1802 4.3955 -7.5150 0.62 0.24 0.27
H 7.4954 6.1003 -9.6864 -0.30 -0.01 -0.15
H 8.0969 5.7908 -8.0673 -0.34 -0.35 0.36
H 7.7494 7.4280 -8.5208 -0.07 0.00 -0.24
C 0.1556 -3.3719 4.5303 -0.88 0.60 1.03
O 0.6123 -2.0897 4.1865 0.02 1.17 0.18
C -0.1764 -0.9743 4.7102 0.44 -1.58 -0.14
C -0.1775 -0.8260 6.2396 -0.21 -0.07 -0.89
N 1.0336 -0.3162 6.8041 0.28 0.15 1.25
C 0.8689 0.1666 8.2360 -0.29 -0.38 -2.26
C 2.1097 0.9107 8.5891 1.29 0.24 1.71
O 2.2323 1.3643 9.9610 -0.10 0.00 -0.04
C 2.4213 0.3180 10.9206 -1.18 -0.31 -0.99
H 0.5899 -4.1450 3.8963 -0.14 0.30 -0.19
H -0.9323 -3.3038 4.5303 -0.44 -0.71 -0.64
H 0.3365 -3.6418 5.5707 0.64 0.01 0.19
H -1.2272 -1.0847 4.4424 -0.28 -0.42 -0.22
H 0.1521 -0.1410 4.0890 0.35 0.35 0.45
H -0.4328 -1.8006 6.6557 0.20 -0.22 0.11
H -1.0562 -0.2283 6.4818 -0.29 0.51 0.06
H 1.4307 0.3841 6.1943 0.06 0.26 0.17
H 0.7577 -0.7516 8.8128 -0.23 0.27 0.25
H -0.0021 0.8205 8.2795 -0.33 -0.11 0.41
H 2.2535 1.8447 8.0459 -0.22 -0.16 -0.37
H 2.9232 0.2226 8.3592 0.44 0.11 -0.07
H 2.2325 0.6075 11.9544 0.45 0.78 -0.24
H 3.3910 -0.1637 10.7948 0.02 -0.06 0.10
H 1.5937 -0.3664 10.7344 0.30 -0.74 0.11
C -1.2056 -2.9856 1.1425 0.04 0.10 1.48
O -1.6110 -3.9613 0.2364 -0.32 -1.22 -1.69
C -0.5381 -4.6329 -0.4608 -0.91 1.79 0.99
C -1.1484 -5.4886 -1.5407 -0.15 -1.35 1.49
N -0.1442 -6.0257 -2.4409 -2.39 2.15 -0.96
C 0.4338 -5.0827 -3.3640 0.85 -1.59 -0.70
C 1.2308 -5.8224 -4.4377 0.32 -0.80 -0.85
O 0.5438 -6.9078 -5.1580 -1.66 2.06 2.52
C 1.3901 -7.7062 -5.9074 1.57 0.37 -0.51
H -0.5989 -3.4497 1.9201 0.93 0.23 -0.27
H -2.0360 -2.6774 1.7777 -0.63 0.04 -0.59
H -0.8016 -2.0823 0.6853 0.40 -0.13 -0.02
H 0.0293 -5.1848 0.2884 0.37 -0.17 -0.31
H 0.0481 -3.8759 -0.9819 0.53 0.11 0.32
H -1.9104 -4.9154 -2.0687 0.17 0.41 -0.59
H -1.7094 -6.3135 -1.1014 0.17 -0.18 0.04
H -0.4935 -6.8687 -2.8739 0.65 -0.87 -0.28
H 1.0512 -4.3556 -2.8365 0.25 -0.05 0.03
H -0.3102 -4.4340 -3.8264 -0.89 0.05 0.18
H 2.0985 -6.1978 -3.8952 0.33 -0.40 -0.37
H 1.5609 -5.0956 -5.1798 0.16 0.10 0.05
H 1.9789 -7.0271 -6.5239 0.46 -0.20 -0.28
H 0.8814 -8.3728 -6.6039 -0.44 0.06 0.51
H 2.0568 -8.2415 -5.2313 0.16 -0.38 -0.22
C 5.8370 4.4751 0.8536 0.31 0.18 -0.19
O 5.8066 3.0708 0.6626 -0.68 0.89 -0.39
C 4.6136 2.5887 0.0415 0.47 0.41 -0.01
C 4.8821 1.1984 -0.4233 0.07 -0.45 0.24
N 4.8850 0.2963 0.7201 -0.18 -0.61 -0.14
C 4.9304 -1.0969 0.3013 0.37 0.40 0.83
C 4.7338 -2.0832 1.4804 -0.21 0.35 -0.99
O 3.4077 -2.1338 2.0497 1.01 0.89 0.68
C 2.2874 -2.0410 1.2227 0.10 -1.43 -0.96
H 5.0303 4.8987 1.4519 -0.22 -0.44 0.60
H 5.7639 5.0784 -0.0513 0.10 -0.38 -0.66
H 6.8035 4.7237 1.2921 -0.14 -0.12 0.21
H 4.2565 3.1450 -0.8252 0.59 0.65 -0.14
H 3.7706 2.6288 0.7313 -0.02 -0.09 0.34
H 5.8288 1.1600 -0.9621 0.23 0.07 0.18
H 4.1318 0.9408 -1.1708 -0.48 -0.24 -0.17
H 3.9381 0.3406 1.0689 0.43 0.45 0.45
H 5.8838 -1.2835 -0.1929 0.15 -0.27 0.11
H 4.1569 -1.2217 -0.4566 -0.21 -0.64 -0.31
H 5.4068 -1.9272 2.3235 -0.14 0.59 -0.07
H 5.1035 -3.0182 1.0594 -0.72 -0.79 0.01
H 2.3068 -2.9724 0.6567 -0.41 -0.39 -0.69
H 2.2500 -1.2389 0.4856 0.18 0.21 0.30
H 1.3599 -2.0792 1.7940 0.41 0.41 0.41
C -5.4949 2.4928 3.0736 0.50 -0.10 -0.67
O -4.1347 2.3425 2.6092 -1.72 -1.09 0.44
C -3.2082 3.0813 3.3678 -0.19 -0.60 -1.13
C -1.8659 2.4368 3.0270 0.73 0.61 0.20
N -0.7018 3.1411 3.6244 0.36 -0.93 0.60
C -0.6217 3.0102 5.1047 0.46 1.35 0.40
C 0.3392 4.1222 5.6603 -1.72 0.20 -0.11
O -0.5011 5.2918 5.6284 0.82 -0.44 -0.06
C 0.1793 6.5020 5.8117 0.15 1.38 -0.14
H -5.7831 3.5439 3.0828 0.09 0.19 0.28
H -5.6544 2.0167 4.0410 0.20 0.14 0.21
H -6.1758 2.0101 2.3726 0.34 -0.16 -0.17
H -3.4307 3.0609 4.4347 -0.07 0.11 0.10
H -3.3416 4.0668 2.9216 0.82 0.71 0.70
H -1.7452 2.3989 1.9444 0.04 0.27 -0.01
H -1.7917 1.3906 3.3239 -0.39 -0.03 0.31
H -0.7888 4.1284 3.4304 -0.02 0.25 -0.03
H -0.3652 2.0229 5.4889 0.37 -0.30 -0.56
H -1.5859 3.2208 5.5674 -0.07 0.11 0.14
H 1.2297 4.2956 5.0560 0.15 -0.08 -0.46
H 0.6975 3.9846 6.6805 -0.17 -0.44 0.16
H 0.6950 6.6811 6.7551 -0.26 -0.68 0.56
H -0.5442 7.3109 5.7096 -0.16 -0.17 0.04
H 0.9567 6.7295 5.0823 0.05 -0.48 -0.58
C -4.2909 -2.1284 -10.2268 0.75 -0.15 0.26
O -4.1432 -2.7355 -8.9462 -0.30 0.78 0.80
C -3.4126 -1.9005 -8.0232 0.25 -1.81 0.79
C -3.3285 -2.7138 -6.6560 0.48 0.38 -0.43
N -2.3404 -2.2561 -5.6295 -1.11 0.31 -1.04
C -2.5812 -2.8325 -4.3215 1.26 1.69 -0.39
C -1.7008 -2.0484 -3.2899 -0.88 -1.49 1.14
O -0.3020 -2.0648 -3.4934 -0.05 -0.45 -1.13
C 0.3843 -1.3776 -2.4605 -0.06 0.58 -0.56
H -3.3740 -2.2985 -10.7912 0.11 -0.10 -0.28
H -4.3836 -1.0448 -10.1537 -0.45 0.07 0.06
H -5.1245 -2.5886 -10.7571 0.00 0.13 0.22
H -3.8861 -0.9352 -7.8443 -0.06 0.07 -0.21
H -2.4140 -1.7917 -8.4464 0.26 0.42 0.18
H -3.1004 -3.7516 -6.8990 -0.19 -0.23 -0.34
H -4.3147 -2.7039 -6.1919 -0.02 0.09 -0.02
H -1.4010 -2.5034 -5.9059 0.10 0.21 -0.24
H -2.3869 -3.9034 -4.3810 0.30 -0.64 0.56
H -3.6367 -2.7270 -4.0707 0.08 0.19 0.26
H -1.8090 -2.5764 -2.3425 -0.52 -0.25 0.58
H -2.1116 -1.0662 -3.0563 0.12 0.36 -0.67
H 0.1819 -0.3122 -2.5699 -0.04 0.10 0.39
H 1.4592 -1.4984 -2.5954 -0.07 -0.24 -0.01
H 0.0694 -1.7293 -1.4781 0.00 0.05 0.20
C -2.9025 0.3198 0.0050 -0.28 0.03 -0.62
O -4.0874 -0.1593 -0.6508 0.50 0.38 0.28
C -4.4144 -1.4977 -0.3164 -0.33 1.07 1.06
C -4.9940 -1.6047 1.1511 1.25 -1.20 -2.02
N -5.5024 -2.9641 1.2650 -1.43 0.82 0.81
C -6.0259 -3.2395 2.6123 -0.61 -0.31 -0.26
C -7.2204 -2.3472 3.1024 1.87 -0.79 -1.80
O -6.7643 -1.2586 3.8852 -1.02 -0.83 -0.08
C -7.9125 -0.6792 4.4879 0.92 0.83 0.37
H -2.7096 1.3452 -0.3104 -0.36 0.02 -0.08
H -2.0330 -0.2417 -0.3368 0.17 -0.35 0.16
H -2.9693 0.3270 1.0929 -0.12 -0.21 0.03
H -3.5292 -2.1148 -0.4700 0.19 -0.39 0.28
H -5.1693 -1.8215 -1.0330 -0.14 0.04 0.15
H -5.7730 -0.8517 1.2710 -0.03 -0.19 0.08
H -4.2058 -1.4655 1.8910 0.17 0.55 0.18
H -4.8342 -3.6935 1.0611 0.36 0.32 -0.19
H -5.2182 -3.2275 3.3442 0.02 0.04 0.43
H -6.3983 -4.2560 2.4852 -0.09 -0.16 0.62
H -7.9697 -2.9929 3.5605 0.07 0.20 0.63
H -7.6519 -1.9977 2.1644 -0.44 0.35 -0.08
H -8.3977 -1.3814 5.1658 -0.15 -0.05 -0.03
H -8.6105 -0.2815 3.7512 -0.16 -0.18 -0.15
H -7.5225 0.1656 5.0556 -0.23 0.01 0.18
```
Positions in Å, forces in eV/Å.

Atomic partial charges in e from the Mulliken method, atoms 1 to 4: atom 1 (Na): 0.79, atom 2 (B): 0.18, atom 3 (F): -0.38, atom 4 (F): 0.25